# 1
Computed, not measured: 2 unconnected molecules or ions with the total composition C25H28NO in a non-equilibrium geometry, with ωB97M-V/def2-TZVPD.

Output
Charge   +1
E_LUMO   -5.45 eV
Largest force on an atom   1.4 eV/A
M   358.50 Da
E_HOMO   -10.51 eV
Orbital gap   5.1 eV
E   -1099.15246 Ha

Atoms and positions in Å:
C 4.411 -3.888 3.326
C 3.368 -3.386 2.382
C 2.796 -4.254 1.439
C 1.836 -3.803 0.556
C 1.399 -2.442 0.563
C 0.427 -2.066 -0.389
C 0.120 -0.778 -0.879
C 0.872 0.403 -0.630
C 0.412 1.645 -1.047
C -0.731 1.719 -1.853
O -1.188 2.924 -2.382
C -0.353 3.665 -3.238
C -0.677 3.686 -4.599
C 0.240 4.234 -5.494
C 1.421 4.816 -5.022
C 1.687 4.857 -3.651
C 0.782 4.304 -2.742
C -1.472 0.567 -2.165
C -1.038 -0.654 -1.704
C 1.949 -1.586 1.564
C 2.934 -2.054 2.423
H 4.940 -3.055 3.797
H 3.970 -4.500 4.123
H 5.135 -4.521 2.802
H 3.123 -5.294 1.409
H 1.399 -4.478 -0.182
H -0.120 -2.887 -0.858
H 1.829 0.338 -0.116
H 0.951 2.553 -0.781
H -1.604 3.227 -4.939
H 0.022 4.210 -6.564
H 2.132 5.253 -5.726
H 2.603 5.316 -3.271
H 0.968 4.329 -1.669
H -2.355 0.656 -2.796
H -1.586 -1.560 -1.962
H 1.578 -0.565 1.665
H 3.391 -1.382 3.151
C -3.041 1.667 1.671
C -2.577 0.242 1.424
C -3.681 -0.810 1.682
C -3.000 -1.959 2.446
C -1.686 -1.371 2.995
N -1.460 -0.193 2.207
H -3.865 1.903 0.989
H -3.406 1.768 2.701
H -2.242 2.398 1.508
H -2.261 0.159 0.367
H -4.461 -0.356 2.302
H -4.118 -1.140 0.735
H -3.632 -2.351 3.245
H -2.762 -2.760 1.738
H -1.811 -1.118 4.066
H -0.845 -2.083 2.930
H -0.724 0.453 2.453

So, what does the natural (NBO) scheme give us? The charges, in e, come out as: -0.6544 0.0945 -0.2348 -0.0795 -0.1891 0.1474 -0.1853 -0.0835 -0.2949 0.5049 -0.5102 0.2703 -0.2478 -0.1861 -0.2096 -0.1897 -0.2671 -0.2966 -0.0704 -0.1263 -0.1711 0.2324 0.2525 0.2429 0.2379 0.2264 0.2233 0.2304 0.2459 0.2335 0.2300 0.2291 0.2270 0.2163 0.2558 0.2301 0.2292 0.2252 -0.6141 -0.0337 -0.4056 -0.4082 -0.2036 -0.6762 0.2171 0.2122 0.2031 0.1511 0.2115 0.2137 0.2260 0.1945 0.1731 0.1729 0.3779

# 2
Computed, not measured: a single C2H4N2O2 molecule in a non-equilibrium geometry, with ωB97M-V/def2-TZVPD.

Output
E_LUMO   -0.12 eV
SMILES   N/C(C=O)=N\O
Largest force on an atom   3.2 eV/A
M   88.07 Da
E_HOMO   -10.22 eV
Orbital gap   10.1 eV
E   -338.49845 Ha

Atoms and positions in Å:
N -1.067 -0.024 0.472
C 0.225 0.156 -0.177
C 0.451 -0.625 -1.410
O 1.376 -0.269 -2.117
N 1.228 0.710 0.367
O 1.010 1.333 1.581
H -1.149 -0.963 0.972
H -1.916 0.173 -0.021
H -0.257 -1.671 -1.503
H 0.099 1.178 1.837

So, what does the natural (NBO) scheme give us? The charges, in e, come out as: -0.9242 0.1702 0.3783 -0.4686 -0.0098 -0.5190 0.3927 0.3950 0.1155 0.4698

# 3
Computed, not measured: a molecular structure, C2H2ErFO in a non-equilibrium geometry, with ωB97M-V/def2-TZVPD.

Output
Charge   +2
E_LUMO (spin up / spin down)   -12.04 / -12.94 eV
Largest force on an atom   5.6 eV/A
M   228.30 Da
Multiplicity   4
E_HOMO (spin up / spin down)   -18.04 / -18.00 eV
Orbital gap (spin up / spin down)   6.0 / 5.1 eV
E   -1266.79226 Ha

Atoms and positions in Å:
C 0.645 -0.092 -1.352
C -0.147 0.072 -0.330
O -1.146 0.408 0.252
H 0.431 0.464 -2.267
H 1.374 -0.901 -1.362
F 0.402 -0.324 2.397
Er -1.559 0.373 2.662

So, what does the natural (NBO) scheme give us? The charges, in e, come out as: -0.5646 0.7466 -0.7177 0.3407 0.3210 -0.7356 2.6097

# 4
Computed, not measured: 2 unconnected molecules or ions with the total composition C4H8O2 in a non-equilibrium geometry, with ωB97M-V/def2-TZVPD.

Output
E_LUMO   -0.04 eV
Largest force on an atom   1.8 eV/A
M   88.11 Da
E_HOMO   -8.87 eV
Orbital gap   8.8 eV
E   -307.52542 Ha

Atoms and positions in Å:
C -2.425 0.659 -0.466
C -0.772 -0.651 0.248
C 0.457 0.147 0.010
O 0.420 1.339 -0.233
C 1.828 -0.521 0.101
O 2.838 0.427 -0.037
H -2.949 0.879 0.470
H -1.966 -0.377 -0.679
H -1.899 1.556 -0.803
H -0.644 -1.707 -0.077
H -1.068 -0.676 1.292
H 1.905 -1.041 1.069
H 1.903 -1.298 -0.679
H 2.372 1.264 -0.216

So, what does the natural (NBO) scheme give us? The charges, in e, come out as: -0.5287 -0.5689 0.5319 -0.5610 -0.1577 -0.7101 0.1870 0.2491 0.2087 0.2328 0.2494 0.1892 0.1885 0.4898

# 5
Computed, not measured: 5 unconnected molecules or ions with the total composition H10O4S2 in a non-equilibrium geometry, with ωB97M-V/def2-TZVPD.

Output
E_LUMO   -0.08 eV
SMILES   SS.O.O.O.O
Largest force on an atom   7.3 eV/A
M   138.21 Da
E_HOMO   -8.47 eV
Orbital gap   8.4 eV
E   -1103.24630 Ha

Atoms and positions in Å:
S -1.897 -1.802 -1.310
S -1.335 -0.171 -0.219
H -1.191 -1.499 -2.338
H -0.425 0.603 -1.053
O 2.701 1.178 0.611
H 2.938 0.583 1.278
H 3.367 1.366 0.098
O 1.890 1.806 -2.561
H 2.353 1.342 -1.931
H 2.044 2.676 -2.629
O -0.465 2.392 3.016
H -0.077 2.144 2.135
H 0.200 1.975 3.585
O 0.988 -2.193 1.670
H 1.513 -1.349 1.773
H 0.068 -1.727 1.657

So, what does the natural (NBO) scheme give us? The charges, in e, come out as: -0.1034 -0.2183 0.1320 0.1936 -0.9281 0.4706 0.4576 -0.9407 0.4715 0.4707 -0.9275 0.4662 0.4613 -0.9296 0.4482 0.4759

# 6
Computed, not measured: a gas-phase ion, C3H4N3S (charge -1) in a non-equilibrium geometry, with ωB97M-V/def2-TZVPD.

Output
Charge   -1
E_LUMO   3.86 eV
Largest force on an atom   3.4 eV/A
M   114.15 Da
E_HOMO   -2.50 eV
Orbital gap   6.4 eV
E   -679.03167 Ha

Atoms and positions in Å:
C 0.623 2.224 0.151
C 1.220 0.025 0.166
C -1.062 0.554 0.242
N 1.495 1.291 0.045
N -0.146 -0.379 0.283
N -0.126 -1.892 -0.093
S -2.749 0.323 0.157
H 0.193 2.850 -0.589
H 1.876 -0.769 0.379
H -0.455 -1.896 -1.097
H -0.868 -2.330 0.356

So, what does the natural (NBO) scheme give us? The charges, in e, come out as: -0.0828 0.0474 -0.0651 -0.4532 -0.3383 -0.6833 -0.4598 0.1645 0.1781 0.3434 0.3490